# 1
21
Properties=species:S:1:pos:R:3:lowdin_charge:R:1 method="wB97M-V/def2-TZVPD" spin_multiplicity=1 homo_lumo_gap_ev="7.473 / 7.473" de_lowest_ev=1.401 homo_energy_ev="-17.263 / -17.262" energy_ha=-776.12044 charge=+2
C -0.6903 -0.4553 -0.3423 -0.188
C 0.7074 -0.8470 0.0114 -0.176
C 1.3646 1.5836 0.2072 -0.037
C -2.6312 0.8086 0.2180 -0.019
N -1.2422 -1.1805 -1.3789 0.256
N 1.6386 0.1782 0.5233 -0.496
N 1.1695 -2.0993 0.1060 0.184
N -1.2799 0.4828 0.4249 0.065
S 2.9896 -0.3855 1.2622 1.037
H 0.6171 1.5510 -0.5053 0.081
H 1.3901 2.1183 1.1649 0.136
H 2.0898 2.0751 -0.2803 0.068
H -3.2384 0.0011 -0.1581 0.099
H -2.8813 1.4942 -0.6157 0.138
H -2.9834 1.2329 1.1349 0.118
H -0.5896 -1.7683 -1.9176 0.157
H -2.2494 -1.1330 -1.5246 0.143
H 0.6299 -2.8402 -0.3394 0.149
H 2.1698 -2.2648 -0.0457 0.111
H -0.6865 0.7854 1.2539 0.206
H 3.7058 0.6626 0.8012 -0.034

# 2
76
Properties=species:S:1:pos:R:3:lowdin_charge:R:1 method="wB97M-V/def2-TZVPD" s_squared=6.02 spin_multiplicity=5 homo_lumo_gap_ev="2.624 / 7.431" de_lowest_ev=0.000 homo_energy_ev="0.093 / -4.647" energy_ha=-2014.43143 charge=-1
Rh -0.1650 0.0206 0.6072 0.893
Cl 1.3629 -0.0962 -1.1624 0.066
N -0.0421 2.0845 0.2628 -0.021
N -0.1126 -2.1011 0.4139 -0.010
C -0.9138 2.8575 -0.3468 -0.327
C -0.8263 -2.8229 -0.4089 -0.323
C 1.1398 2.9224 0.5965 -0.559
C 0.4932 4.3014 0.6542 -0.080
C 2.1602 2.9815 -0.5322 -0.082
C 1.8268 2.4467 1.8631 -0.040
H 1.6695 3.2504 -1.4775 0.084
H 2.6626 2.0184 -0.6562 0.013
H 2.8846 3.7695 -0.2802 0.081
H 1.1516 2.5494 2.7158 0.059
H 2.7186 3.0587 2.0580 0.090
H 2.1339 1.3975 1.7585 0.067
C 0.8960 -2.9620 1.0821 -0.549
C 0.6737 -4.3053 0.3967 -0.074
C 0.6373 -3.0503 2.5728 -0.049
C 2.3167 -2.4691 0.8585 -0.089
H 2.5337 -2.4611 -0.2140 0.053
H 3.0084 -3.1568 1.3635 0.084
H 2.4642 -1.4623 1.2610 0.054
H -0.3647 -3.4483 2.7742 0.100
H 0.7147 -2.0569 3.0227 0.036
H 1.3880 -3.7075 3.0349 0.091
O -0.4224 -4.0903 -0.5349 0.006
H 0.3671 -5.1008 1.0870 0.124
H 1.5404 -4.6419 -0.1861 0.127
O -0.6612 4.1651 -0.2340 0.004
H 1.1048 5.1237 0.2628 0.125
H 0.1386 4.5575 1.6652 0.129
C -2.1013 2.4897 -1.1742 -0.068
C -2.0241 -2.4542 -1.2308 -0.068
C -1.7768 -1.1897 -1.9854 -0.247
H -2.8587 -2.3125 -0.5299 0.104
H -2.2544 -3.2913 -1.8913 0.115
C -2.0784 0.0214 -1.3535 -0.134
C -1.8126 1.2478 -1.9675 -0.246
H -2.6234 0.0211 -0.3930 0.068
C -1.2576 1.2667 -3.2509 -0.258
C -0.9667 0.0508 -3.8789 -0.063
C -0.8999 2.5644 -3.9143 -0.056
C -1.2154 -1.1809 -3.2674 -0.269
H -0.5135 0.0681 -4.8727 0.091
C -0.8165 -2.4660 -3.9314 -0.056
H -0.4655 -2.2667 -4.9477 0.066
H -1.6507 -3.1759 -3.9945 0.072
H -0.0024 -2.9514 -3.3745 0.081
H -1.7319 3.2797 -3.9249 0.072
H -0.6026 2.3747 -4.9501 0.066
H -0.0506 3.0390 -3.4011 0.073
H -2.3606 3.3340 -1.8175 0.115
H -2.9287 2.3087 -0.4699 0.116
C 0.8795 0.6123 6.5672 -0.121
N 0.6559 -0.1964 5.4119 -0.289
C 0.5654 -1.6085 5.5850 -0.100
C 0.3992 0.4160 4.1159 -0.184
C -0.9958 0.2158 3.6186 -0.250
C -2.0577 0.4349 4.5178 -0.066
C -3.3193 -0.0717 4.2335 -0.121
C -3.5516 -0.6965 3.0070 -0.111
C -2.5166 -0.7796 2.0576 -0.150
C -1.2883 -0.1911 2.2951 -0.245
H 1.5359 0.0819 7.2790 0.076
H -0.0672 0.8321 7.1056 0.070
H 1.3327 1.5746 6.2772 0.080
H -0.4072 -1.9921 5.2437 0.087
H 1.3581 -2.1397 5.0301 0.071
H 0.6834 -1.8399 6.6530 0.080
H 0.5913 1.4915 4.2538 0.100
H 1.1124 -0.0004 3.3780 0.097
H -1.8728 0.9922 5.4426 0.100
H -4.1155 0.0409 4.9712 0.088
H -4.5345 -1.1029 2.7594 0.085
H -2.6824 -1.3040 1.1172 0.049

# 3
92
Properties=species:S:1:pos:R:3:lowdin_charge:R:1 method="wB97M-V/def2-TZVPD" spin_multiplicity=1 homo_lumo_gap_ev=10.621 de_lowest_ev=3.219 homo_energy_ev=-10.444 energy_ha=-2746.56579
C 0.5857 -5.2430 1.6824 -0.116
C 0.4098 -4.3971 2.9390 -0.132
O -0.3188 -3.2560 2.5454 0.071
C -0.4135 -3.2394 1.2042 -0.536
O -0.9444 -2.4142 0.4880 0.144
O 0.1382 -4.3647 0.6648 0.041
H -0.1086 -6.0795 1.7619 0.134
H 1.6479 -5.4870 1.6658 0.128
H 1.4117 -4.2097 3.3254 0.128
H -0.1951 -4.9126 3.6850 0.133
C 0.9591 1.5860 -0.0439 -0.121
C -0.0432 0.7048 -0.7856 -0.159
O -0.0608 1.1587 -2.0941 0.045
C 0.8616 2.1729 -2.2564 -0.443
O 1.0694 2.8664 -3.2770 0.092
O 1.5574 2.3871 -1.0524 0.041
H 1.6876 0.9150 0.4111 0.109
H 0.4293 2.2425 0.6463 0.124
H -1.0730 0.7775 -0.4357 0.115
H 0.2593 -0.3413 -0.7388 0.101
C 1.6567 -4.0383 -6.6235 -0.097
O 1.8233 -3.7133 -5.3510 0.019
C 0.8233 -3.5677 -4.5546 -0.558
O -0.3624 -3.6966 -4.7780 0.149
O 1.4499 -3.0727 -3.4217 -0.011
C 0.6903 -2.7668 -2.3358 -0.103
H 2.5462 -4.4382 -7.1104 0.103
H 1.2668 -3.2363 -7.2504 0.109
H 0.9514 -4.8693 -6.6327 0.104
H 1.2136 -2.5141 -1.4137 0.070
H 0.0604 -3.5966 -2.0153 0.098
H 0.1096 -1.8576 -2.4918 0.099
C -4.3320 3.9674 2.2315 -0.066
O -3.1991 3.4412 2.8720 -0.015
C -2.4066 2.4806 2.2343 -0.470
O -2.6307 2.0875 1.0854 0.082
O -1.4994 2.0658 3.1501 0.010
C -0.7809 0.8343 2.8735 -0.012
H -5.0250 3.2422 1.8048 0.099
H -4.1091 4.5234 1.3209 0.067
H -4.7050 4.7326 2.9123 0.102
H -1.2298 -0.0602 3.3053 0.093
H 0.1115 0.9964 3.4781 0.097
H -0.4448 0.6136 1.8604 0.066
C 4.9724 0.9394 -0.6827 -0.101
O 4.8384 1.2001 -2.0242 0.001
C 3.9233 0.3490 -2.6526 -0.509
O 3.2193 -0.4882 -2.0705 0.077
O 3.7893 0.6750 -3.9354 0.006
C 2.8145 -0.1000 -4.7813 0.036
H 5.9856 1.2255 -0.4005 0.102
H 4.9817 -0.1339 -0.4925 0.080
H 4.1741 1.3693 -0.0777 0.089
H 1.7882 0.1548 -4.5170 0.089
H 2.9289 -1.1451 -4.4939 0.077
H 2.9711 0.1271 -5.8359 0.096
C -4.1118 -3.0649 3.7544 0.009
O -4.1509 -2.7859 2.2720 -0.013
C -4.5016 -1.5147 1.9900 -0.539
O -4.4967 -0.4811 2.7366 0.052
O -4.7081 -1.4441 0.6763 -0.004
C -4.7933 -0.1714 0.1104 -0.052
H -5.0349 -3.1348 4.3298 0.094
H -3.3203 -2.3914 4.0832 0.089
H -3.7955 -4.1079 3.7675 0.080
H -3.8656 0.3404 0.3666 0.073
H -5.6766 0.2957 0.5460 0.099
H -4.9597 -0.1110 -0.9651 0.099
C 3.3100 -2.7521 0.7958 0.000
O 4.1068 -2.3688 1.9149 0.045
C 4.1304 -1.1399 2.2472 -0.623
O 3.4300 -0.2122 1.8495 0.098
O 5.0261 -1.0707 3.2385 0.005
C 5.3022 0.1696 3.8160 -0.058
H 3.5440 -3.7908 0.5623 0.109
H 3.3736 -2.1143 -0.0858 0.081
H 2.2638 -2.5956 1.0584 0.084
H 4.3839 0.7557 3.8532 0.094
H 5.9509 0.8509 3.2656 0.094
H 5.8191 -0.0883 4.7404 0.101
C -2.0350 4.1108 -1.7713 -0.030
O -2.1995 4.7696 -0.5374 0.017
C -2.6816 5.9860 -0.4921 -0.570
O -3.1332 6.6515 -1.4036 0.122
O -2.7714 6.3547 0.8288 -0.067
C -3.4256 7.4938 1.3230 -0.051
H -2.8738 4.4402 -2.3846 0.096
H -2.3388 3.0645 -1.8024 0.096
H -1.1227 4.2070 -2.3599 0.098
H -3.5128 7.4672 2.4092 0.099
H -4.4376 7.4651 0.9192 0.094
H -2.9182 8.3209 0.8266 0.100

# 4
20
Properties=species:S:1:pos:R:3:lowdin_charge:R:1 method="wB97M-V/def2-TZVPD" s_squared=1.55 spin_multiplicity=2 homo_lumo_gap_ev="5.172 / 7.252" de_lowest_ev=3.101 homo_energy_ev="-4.795 / -6.791" energy_ha=-636.77010
O 2.2606 1.6693 0.3781 -0.470
C 2.5618 0.6721 -0.4751 -0.451
C 2.2437 -0.5808 0.3649 -0.197
O 0.8636 -0.5024 0.7181 -0.376
C -0.0086 -1.2817 -0.0882 -0.178
C -1.4160 -0.8302 0.1973 -0.198
O -1.4621 0.5718 -0.0258 -0.522
C -2.7705 1.1174 0.0462 -0.096
Sn 0.2691 1.5651 0.7485 1.116
H 2.6246 0.1564 -1.4624 0.093
H 2.7957 -0.5915 1.3157 0.134
H 2.4939 -1.4917 -0.2019 0.124
H 0.1080 -2.3484 0.1534 0.147
H 0.2309 -1.1273 -1.1513 0.145
H -1.7048 -1.0502 1.2380 0.144
H -2.1162 -1.3473 -0.4762 0.141
H -2.7165 2.1476 -0.3216 0.089
H -3.4549 0.5301 -0.5814 0.101
H -3.1327 1.1129 1.0849 0.102
H 2.3304 1.6086 -1.4613 0.151